Record 1
Below is a cluster of 3 separate species, C5H13NO in total in a non-equilibrium geometry, with properties calculated with ωB97M-V with the def2-TZVPD basis set.

XYZ file:
```
20
Properties=species:S:1:pos:R:3
C -1.228 -0.276 -0.193
C -1.710 0.751 -1.178
O -1.738 -0.164 1.103
H -1.988 0.749 1.290
H -1.403 -1.300 -0.535
H 0.198 -0.911 0.315
H -1.162 0.660 -2.117
H -2.780 0.634 -1.373
H -1.550 1.765 -0.797
C 1.069 1.267 0.451
C 1.286 -1.532 1.085
C 0.808 0.017 -0.340
N 1.329 -0.176 -1.492
H 1.075 -1.054 -1.936
H 0.816 2.139 -0.154
H 2.131 1.331 0.690
H 0.504 1.285 1.383
H 2.305 -1.165 1.145
H 1.258 -2.507 0.602
H 0.779 -1.514 2.049
```

Values from the calculation:
**Energy above the lowest of the compared OMol25 structures with the same formula, charge and spin**: 128.5 kcal per mole
**Kohn-Sham gap**: 0.2931 Ha
**DFT total energy**: -8928.4381 eV

=====

Record 2
Below is a structure of composition F6N3Na2O12S6 in a non-equilibrium geometry, with properties calculated with ωB97M-V with the def2-TZVPD basis set.

XYZ file:
```
29
Properties=species:S:1:pos:R:3
Na -0.531 0.310 0.669
Na -0.347 -0.451 -2.157
N 1.477 1.215 1.613
S 2.455 2.274 0.737
O 3.798 1.808 0.293
O 2.268 3.744 0.990
F 1.542 2.009 -0.577
S 2.431 0.889 2.618
O 2.764 1.767 3.710
O 3.462 -0.074 2.227
F 1.298 -0.043 3.376
N -1.891 0.828 -1.098
S -2.170 2.376 -1.954
O -2.702 3.412 -1.053
O -2.617 2.354 -3.338
F -0.616 2.744 -2.076
S -3.287 0.238 -1.156
O -3.428 -0.826 -2.121
O -4.381 1.167 -0.881
F -3.272 -0.567 0.230
N 0.071 -1.877 -0.238
S 1.556 -2.596 -0.150
O 1.897 -3.671 -0.992
O 2.237 -2.592 1.133
F 2.305 -1.404 -0.946
S -0.724 -3.120 0.095
O -0.293 -4.273 0.858
O -1.687 -3.349 -0.975
F -1.616 -2.292 1.160
```

Values from the calculation:
**Energy above the lowest of the compared OMol25 structures with the same formula, charge and spin**: 54.0 kcal per mole
**Total charge**: -1
**Kohn-Sham gap**: 0.3283 Ha
**DFT total energy**: -119189.5074 eV

=====

Record 3
Below is the ion C4H8BINO2 with charge -1 in a non-equilibrium geometry, with properties calculated with ωB97M-V with the def2-TZVPD basis set.

XYZ file:
```
17
Properties=species:S:1:pos:R:3
O 4.118 -1.034 0.221
C 3.572 0.080 0.744
O 4.373 1.342 0.836
C 2.054 0.137 1.361
B 0.880 0.560 0.289
I -1.014 0.643 1.476
H 3.922 1.982 0.207
H 1.805 -0.971 1.727
H 2.006 0.808 2.319
H 0.696 -0.269 -0.551
H 1.074 1.570 -0.285
C -4.260 -1.046 -1.715
C -3.269 -0.364 -0.786
N -2.447 0.202 -0.015
H -3.882 -1.030 -2.741
H -4.407 -2.085 -1.406
H -5.221 -0.526 -1.682
```

Values from the calculation:
**Total charge**: -1
**Kohn-Sham gap**: 0.1688 Ha
**DFT total energy**: -18635.8826 eV

=====

Record 4
Below is the molecule C19H21N3O, with properties calculated with ωB97M-V with the def2-TZVPD basis set.

XYZ file:
```
44
Properties=species:S:1:pos:R:3
C 0.863 1.095 -1.586
N 0.658 0.652 -0.227
C 1.320 -0.577 0.166
C 2.816 -0.450 0.143
C 3.627 -1.426 -0.423
C 5.001 -1.250 -0.419
C 5.513 -0.092 0.145
N 4.753 0.846 0.685
C 3.447 0.667 0.687
C -0.088 1.308 0.697
O -0.145 0.921 1.850
C -0.828 2.561 0.257
C -2.238 2.560 0.858
C -3.245 1.820 -0.034
C -2.740 0.502 -0.524
C -2.486 0.174 -1.823
N -2.009 -1.110 -1.908
C -1.955 -1.640 -0.650
C -1.531 -2.891 -0.222
C -1.577 -3.149 1.131
C -2.039 -2.190 2.036
C -2.461 -0.949 1.617
C -2.413 -0.653 0.255
H 1.606 0.449 -2.051
H -0.061 1.036 -2.167
H 1.241 2.118 -1.616
H 0.979 -0.794 1.185
H 0.994 -1.395 -0.487
H 3.186 -2.314 -0.856
H 5.657 -1.992 -0.848
H 6.578 0.098 0.168
H 2.863 1.453 1.148
H -0.265 3.409 0.655
H -0.883 2.656 -0.824
H -2.586 3.584 1.000
H -2.180 2.082 1.836
H -3.480 2.441 -0.903
H -4.169 1.673 0.531
H -2.625 0.763 -2.711
H -1.789 -1.597 -2.759
H -1.183 -3.634 -0.926
H -1.252 -4.111 1.501
H -2.062 -2.434 3.087
H -2.813 -0.219 2.327
```

Values from the calculation:
**Energy above the lowest of the compared OMol25 structures with the same formula, charge and spin**: 29.5 kcal per mole
**Kohn-Sham gap**: 0.3121 Ha
**DFT total energy**: -26562.4969 eV

=====

Record 5
Below is the molecule C4H8O3, with properties calculated with ωB97M-V with the def2-TZVPD basis set.

XYZ file:
```
15
Properties=species:S:1:pos:R:3
C -1.411 1.097 -0.857
C -0.431 0.507 0.140
O -1.010 0.581 1.425
C -0.079 -0.955 -0.211
O 1.294 -1.122 -0.612
C 2.197 -0.849 0.326
O 1.956 -0.482 1.451
H -2.307 0.472 -0.935
H -0.941 1.160 -1.845
H -1.713 2.099 -0.543
H 0.496 1.098 0.110
H -0.320 0.308 2.048
H -0.649 -1.318 -1.068
H -0.288 -1.594 0.653
H 3.206 -1.002 -0.081
```

Values from the calculation:
**Energy above the lowest of the compared OMol25 structures with the same formula, charge and spin**: 22.5 kcal per mole
**Kohn-Sham gap**: 0.4135 Ha
**DFT total energy**: -10420.0268 eV

=====

Record 6
Below is a cluster of 2 separate species, C2H10NS in total in a non-equilibrium geometry, with properties calculated with ωB97M-V with the def2-TZVPD basis set.

XYZ file:
```
14
Properties=species:S:1:pos:R:3
C -0.036 -1.126 -0.079
N -0.167 0.190 -0.723
C -1.565 0.487 -0.955
H 1.011 -1.388 0.162
H -0.559 -1.044 0.859
H -0.449 -1.857 -0.741
H 0.318 0.167 -1.600
H 0.176 0.896 -0.117
H -2.029 -0.310 -1.574
H -1.594 1.433 -1.493
H -2.139 0.543 -0.005
S 1.840 0.962 1.851
H 2.353 0.857 3.063
H 2.841 0.191 1.352
```

Values from the calculation:
**Energy above the lowest of the compared OMol25 structures with the same formula, charge and spin**: 12.2 kcal per mole
**Total charge**: +1
**Kohn-Sham gap**: 0.3799 Ha
**DFT total energy**: -14554.5370 eV